A cluster of 3 separate species, C36H76BN2O4S2 in total in a non-equilibrium geometry, computed with the ωB97M-V functional and the def2-TZVPD basis.

Each line ends with the Mulliken charge.
Atoms and positions in Å:
C (-3.423, 6.390, 0.910)  -1.225
C (-2.006, 5.883, 1.165)  -0.102
N (-1.586, 4.859, 0.215)  -0.078
C (-2.156, 3.527, 0.457)  0.210
C (-3.187, 3.116, -0.620)  -0.745
O (-2.382, 2.864, -1.719)  -0.643
B (-1.150, 2.139, -1.174)  0.779
C (-1.390, 0.525, -1.393)  -0.320
C (-1.100, 0.038, -2.809)  -0.478
C (-1.032, -1.480, -2.996)  -1.438
C (0.196, -2.125, -2.338)  1.147
C (1.265, -2.599, -3.353)  -1.016
C (2.645, -1.948, -3.184)  -0.418
C (2.969, -0.952, -4.299)  -0.834
C (4.246, -0.156, -4.037)  -0.719
C (4.237, 1.214, -4.732)  -0.275
C (5.645, 1.809, -4.935)  -0.855
C (6.003, 2.820, -3.857)  -0.748
O (6.203, 2.177, -2.605)  -0.124
C (7.540, 2.166, -2.162)  -0.851
C (0.097, 2.826, -1.989)  -1.452
C (1.483, 2.212, -1.857)  0.466
C (1.875, 1.758, -0.461)  0.525
S (2.072, 3.228, 0.618)  -0.453
C (1.321, 2.968, 2.176)  0.259
S (0.557, 4.219, 2.884)  -0.263
N (1.420, 1.776, 2.917)  0.167
C (2.684, 1.037, 2.875)  -0.908
C (2.718, -0.255, 2.045)  -0.305
O (1.447, -0.864, 1.872)  -0.439
C (0.577, -0.518, 2.935)  -0.705
C (0.208, 0.933, 2.835)  1.283
O (-1.180, 2.556, 0.283)  -0.670
H (-4.053, 5.625, 0.464)  0.246
H (-3.887, 6.702, 1.848)  0.343
H (-3.417, 7.259, 0.252)  0.317
H (-1.319, 6.721, 1.032)  0.469
H (-1.885, 5.557, 2.209)  0.028
H (-0.581, 4.755, 0.317)  0.264
H (-2.530, 3.447, 1.492)  -0.405
H (-3.629, 2.180, -0.225)  0.133
H (-3.948, 3.860, -0.856)  0.459
H (-2.463, 0.365, -1.239)  0.312
H (-0.889, -0.072, -0.619)  0.003
H (-1.901, 0.422, -3.444)  0.399
H (-0.164, 0.442, -3.211)  -0.175
H (-0.961, -1.681, -4.070)  0.540
H (-1.973, -1.922, -2.663)  0.413
H (0.673, -1.416, -1.659)  -0.576
H (-0.125, -2.965, -1.721)  -0.104
H (0.913, -2.457, -4.374)  0.568
H (1.409, -3.672, -3.202)  0.204
H (3.435, -2.704, -3.171)  0.527
H (2.704, -1.417, -2.235)  0.017
H (3.092, -1.515, -5.229)  0.405
H (2.124, -0.271, -4.427)  0.310
H (4.348, 0.006, -2.963)  0.176
H (5.122, -0.716, -4.371)  0.715
H (3.696, 1.898, -4.079)  -0.197
H (3.718, 1.123, -5.685)  0.638
H (6.389, 1.011, -4.903)  0.311
H (5.708, 2.312, -5.901)  0.338
H (5.179, 3.526, -3.736)  0.354
H (6.887, 3.393, -4.152)  0.473
H (7.962, 3.175, -2.151)  0.341
H (7.545, 1.779, -1.146)  0.217
H (8.161, 1.512, -2.785)  0.296
H (0.174, 3.857, -1.639)  0.488
H (-0.210, 2.894, -3.035)  0.259
H (1.650, 1.373, -2.539)  -0.908
H (2.240, 2.961, -2.129)  0.736
H (1.224, 1.007, -0.019)  -0.652
H (2.873, 1.323, -0.530)  0.831
H (3.441, 1.713, 2.479)  0.444
H (2.982, 0.810, 3.900)  0.341
H (3.169, -0.108, 1.066)  0.143
H (3.369, -0.965, 2.576)  0.413
H (-0.331, -1.112, 2.846)  0.434
H (1.069, -0.768, 3.884)  0.345
H (-0.532, 1.202, 3.593)  -0.613
H (-0.281, 1.095, 1.871)  -0.439
C (-4.057, -8.089, -1.618)  -1.185
C (-2.899, -8.193, -0.629)  -0.412
C (-2.379, -6.836, -0.156)  -0.919
C (-1.808, -5.946, -1.261)  -0.244
C (-0.663, -6.559, -2.063)  -0.431
C (0.568, -6.872, -1.217)  -1.254
H (-3.760, -7.577, -2.534)  0.283
H (-4.419, -9.079, -1.899)  0.379
H (-4.893, -7.539, -1.180)  0.294
H (-2.087, -8.773, -1.076)  0.228
H (-3.232, -8.759, 0.246)  0.377
H (-1.619, -6.997, 0.613)  0.342
H (-3.193, -6.296, 0.337)  0.415
H (-1.460, -5.012, -0.809)  0.119
H (-2.609, -5.662, -1.949)  0.378
H (-0.378, -5.855, -2.849)  0.301
H (-0.996, -7.468, -2.573)  0.354
H (0.939, -5.970, -0.725)  0.249
H (1.375, -7.269, -1.836)  0.373
H (0.352, -7.614, -0.446)  0.378
C (-1.784, -0.241, 6.615)  -1.023
C (-2.483, 1.055, 7.016)  -0.319
C (-3.961, 1.094, 6.632)  -0.841
C (-4.228, 1.002, 5.128)  -0.968
C (-3.541, 2.080, 4.293)  0.913
C (-3.990, 3.495, 4.638)  -1.220
H (-1.788, -0.382, 5.533)  0.082
H (-0.742, -0.237, 6.939)  0.360
H (-2.273, -1.105, 7.071)  0.367
H (-1.957, 1.904, 6.573)  0.255
H (-2.404, 1.179, 8.100)  0.370
H (-4.406, 2.011, 7.028)  0.300
H (-4.482, 0.269, 7.131)  0.412
H (-5.309, 1.053, 4.961)  0.437
H (-3.916, 0.019, 4.763)  0.325
H (-3.745, 1.886, 3.237)  0.291
H (-2.456, 2.013, 4.409)  -0.560
H (-5.068, 3.609, 4.499)  0.284
H (-3.490, 4.219, 3.996)  0.206
H (-3.752, 3.754, 5.672)  0.352

Atomic forces in eV per Å
C -0.062 0.084 0.309
C 0.198 0.003 -0.433
N -0.055 0.325 0.396
C -0.153 -0.047 -0.252
C 0.662 -0.013 0.504
O 0.086 -0.324 -0.216
B -0.658 0.607 -0.709
C 0.125 0.281 0.306
C 0.062 -0.241 -0.079
C -0.019 0.282 -0.193
C -0.047 -0.001 -0.279
C 0.240 -0.415 0.739
C 0.089 0.261 -0.432
C 0.188 -0.172 0.208
C -0.206 0.299 -0.121
C 0.566 -0.234 0.338
C -0.293 0.073 0.172
C -0.001 -0.129 -0.104
O -0.014 0.170 0.154
C -0.203 -0.104 -0.096
C -0.108 -0.268 0.366
C 0.160 0.494 -0.079
C 0.603 -0.394 0.325
S -0.054 0.239 -0.057
C 0.005 -0.112 0.628
S -0.145 0.390 -0.023
N 0.263 -0.605 -1.047
C 0.030 0.303 -0.241
C 0.155 -0.445 0.290
O -0.003 0.126 -0.208
C 0.166 -0.142 0.058
C -0.350 0.308 -0.016
O 0.485 -0.581 -0.024
H -0.022 -0.070 -0.008
H -0.070 0.039 0.021
H -0.031 -0.060 -0.189
H 0.075 0.022 0.137
H -0.177 -0.127 0.058
H -0.061 -0.125 -0.103
H -0.190 0.146 0.060
H -0.408 0.120 -0.101
H -0.088 0.027 0.074
H -0.072 -0.073 0.241
H 0.218 -0.120 -0.113
H 0.055 0.139 -0.153
H -0.002 0.146 0.086
H -0.194 -0.067 -0.050
H 0.026 -0.106 0.176
H -0.148 0.093 0.128
H 0.097 -0.076 0.057
H -0.019 -0.014 -0.085
H -0.141 -0.107 -0.226
H 0.025 -0.047 0.076
H -0.049 -0.027 0.188
H -0.195 0.116 -0.158
H -0.052 0.050 -0.001
H 0.167 -0.020 0.089
H 0.024 -0.155 0.069
H -0.396 0.068 -0.265
H -0.070 0.089 -0.064
H 0.122 -0.015 -0.212
H 0.060 -0.020 -0.068
H -0.015 0.065 0.049
H 0.117 -0.011 0.109
H 0.082 0.036 -0.029
H -0.031 -0.032 0.034
H 0.105 0.054 -0.046
H -0.194 0.128 0.006
H 0.161 -0.063 -0.143
H -0.091 -0.176 0.082
H 0.095 -0.059 -0.231
H -0.287 0.190 0.043
H 0.054 -0.135 0.049
H 0.071 0.030 0.048
H -0.128 -0.010 0.106
H -0.260 0.081 -0.110
H 0.050 -0.003 0.013
H 0.055 -0.143 -0.091
H -0.149 0.022 0.156
H 0.173 0.068 0.220
H -0.062 0.013 -0.019
C 0.062 -0.083 0.002
C -0.101 0.032 0.023
C 0.074 -0.020 0.016
C -0.072 0.040 -0.033
C 0.105 0.042 0.051
C -0.017 -0.038 -0.081
H -0.008 0.019 0.003
H -0.019 0.009 -0.004
H 0.004 0.034 -0.015
H 0.018 0.008 0.009
H 0.023 -0.025 -0.006
H 0.005 0.009 -0.007
H -0.013 -0.007 -0.004
H 0.002 0.008 -0.014
H -0.003 0.014 0.010
H -0.021 -0.006 -0.019
H -0.031 0.009 -0.001
H -0.014 -0.004 0.030
H 0.015 0.006 0.013
H 0.000 0.013 0.017
C 0.043 0.082 0.013
C -0.014 -0.084 0.056
C -0.010 0.013 0.002
C 0.028 -0.042 -0.019
C -0.059 0.013 0.015
C 0.058 0.000 -0.034
H -0.006 -0.010 -0.006
H 0.002 -0.016 -0.007
H -0.018 -0.014 -0.030
H -0.014 0.016 -0.003
H 0.020 0.023 -0.004
H -0.001 0.007 -0.020
H 0.021 -0.009 0.011
H -0.001 0.015 -0.006
H -0.008 -0.004 0.010
H 0.046 0.016 -0.022
H -0.013 -0.013 -0.036
H -0.011 0.000 0.024
H -0.002 0.043 -0.030
H -0.014 0.003 0.000

Summary:
LUMO   2.41 eV
E_HOMO   -0.16221 hartree
Net charge   -1
Kohn-Sham gap   6.82 eV